Record 1
{"formula": "C4H7Cl3", "method": "ωB97M-V with the def2-TZVPD basis set", "lumo_ev": [-0.7, -0.2], "e_tot_ha": -1537.0623, "de_lowest_kcal_mol": 77.62, "max_force_ev_per_a": 2.9, "homo_lumo_gap_ev": [7.67, 8.34], "homo_ev": [-8.4048, -8.5200], "species": ["C", "H", "H", "Cl", "C", "H", "C", "H", "Cl", "H", "H", "Cl", "C", "H"], "positions_angstrom": [[0.69908, -0.95509, 0.47085], [-1.65677, 0.20125, -0.58544], [1.06537, 1.62747, -1.64053], [0.49043, -2.57794, 2.73078], [-0.11177, -1.13758, 1.59587], [-0.19698, -0.21178, 2.13439], [-0.79843, 0.86630, -0.61640], [-1.06860, -1.61890, 1.36726], [-0.88205, 1.93638, 0.76716], [-0.12934, 0.31167, -2.44545], [0.78584, -1.57010, -0.39374], [2.29241, -0.29710, 0.67620], [-0.00913, 1.25044, -1.83400], [-0.48006, 2.17497, -2.22697]], "atomic_forces_ev_per_a": [[1.4, 1.2, -2.2], [0.2, 0.2, -0.6], [-1.5, -1.3, 0.0], [0.1, 1.0, -0.3], [-1.3, -1.9, 1.2], [-0.1, 0.0, 0.8], [1.4, -0.5, 1.8], [0.1, 0.7, -0.2], [0.1, 0.0, -0.7], [0.6, 1.5, -0.1], [-0.7, -0.7, -0.3], [-0.3, 0.4, 0.3], [0.0, 0.2, 0.8], [-0.1, -0.7, -0.5]]}

=====

Record 2
{"formula": "C4H7ClN2", "method": "ωB97M-V with the def2-TZVPD basis set", "spin_multiplicity": 3, "lumo_ev": [0.5, -3.0], "e_tot_ha": -726.1262, "de_lowest_kcal_mol": 18.28, "max_force_ev_per_a": 7.8, "homo_lumo_gap_ev": [6.74, 7.92], "homo_ev": [-6.2822, -10.9061], "species": ["H", "H", "N", "C", "H", "H", "C", "N", "H", "Cl", "C", "H", "H", "C"], "positions_angstrom": [[-0.41498, 2.19249, 1.62520], [-1.13081, -0.63463, -1.50259], [0.10525, 2.31083, 0.71618], [-1.32989, -0.29936, -0.51460], [0.98747, 1.91613, 1.15130], [-0.03947, -0.13701, 1.13844], [0.93152, -1.41014, -0.17867], [1.02305, -2.81049, -2.31412], [0.21142, 3.27699, 0.54398], [2.29131, -1.56069, 1.04033], [0.95708, -2.20663, -1.32987], [-1.42262, 0.84516, -0.38072], [-2.09592, -0.90570, -0.16826], [-0.07339, -0.57695, 0.17341]], "atomic_forces_ev_per_a": [[-0.3, 0.7, -1.4], [-0.5, 0.3, -1.5], [0.6, -2.6, 2.9], [2.4, 2.2, -0.6], [-0.6, 1.0, -1.5], [0.4, 0.0, 0.7], [5.9, -4.9, -1.7], [-0.1, -0.8, -1.4], [0.3, 1.3, 0.1], [-1.7, 0.1, -1.8], [0.5, 1.4, 2.7], [-0.6, -1.9, -0.6], [-2.0, -0.8, 1.0], [-4.4, 4.0, 3.0]]}

=====

Record 3
{"formula": "C4H7ClN3", "method": "ωB97M-V with the def2-TZVPD basis set", "lumo_ev": [-4.6, -4.6], "e_tot_ha": -780.5954, "de_lowest_kcal_mol": 133.47, "max_force_ev_per_a": 7.4, "charge": 1, "homo_lumo_gap_ev": [6.21, 6.21], "homo_ev": [-10.7942, -10.7938], "species": ["C", "N", "C", "H", "Cl", "H", "C", "C", "H", "H", "N", "H", "N", "H", "H"], "positions_angstrom": [[0.27245, -0.32865, 1.10283], [2.11972, -0.93549, -0.36175], [-1.87780, 0.60140, 0.21623], [2.32233, -0.75326, -1.39514], [-1.38160, 2.05490, -3.43643], [0.60853, 0.56314, 1.61601], [-1.17144, -0.11530, 1.11879], [-1.47591, 1.68355, -1.96172], [2.19788, -1.98653, -0.02092], [0.49112, -1.34090, 1.60981], [-1.47354, 1.06416, -0.94930], [-1.55310, -0.34767, 2.04866], [0.86461, -0.45692, -0.17802], [2.88497, -0.54692, 0.13422], [-2.82821, 0.84448, 0.45670]], "atomic_forces_ev_per_a": [[2.2, -3.3, -0.8], [0.1, -2.7, -0.2], [1.7, -2.3, 2.7], [-0.2, -1.1, 1.8], [0.2, 1.2, -3.4], [0.6, 0.2, 1.2], [1.1, 1.6, -2.5], [0.2, -3.7, 6.4], [0.2, 1.4, -1.4], [-0.3, 1.5, 0.6], [0.7, 3.1, -5.3], [-1.5, -0.4, 1.6], [-3.0, 2.4, -2.2], [1.3, 1.3, 1.0], [-3.1, 0.8, 0.5]]}

=====

Please write out number 2 again, unchanged.
{"formula": "C4H7ClN2", "method": "ωB97M-V with the def2-TZVPD basis set", "spin_multiplicity": 3, "lumo_ev": [0.5, -3.0], "e_tot_ha": -726.1262, "de_lowest_kcal_mol": 18.28, "max_force_ev_per_a": 7.8, "homo_lumo_gap_ev": [6.74, 7.92], "homo_ev": [-6.2822, -10.9061], "species": ["H", "H", "N", "C", "H", "H", "C", "N", "H", "Cl", "C", "H", "H", "C"], "positions_angstrom": [[-0.41498, 2.19249, 1.62520], [-1.13081, -0.63463, -1.50259], [0.10525, 2.31083, 0.71618], [-1.32989, -0.29936, -0.51460], [0.98747, 1.91613, 1.15130], [-0.03947, -0.13701, 1.13844], [0.93152, -1.41014, -0.17867], [1.02305, -2.81049, -2.31412], [0.21142, 3.27699, 0.54398], [2.29131, -1.56069, 1.04033], [0.95708, -2.20663, -1.32987], [-1.42262, 0.84516, -0.38072], [-2.09592, -0.90570, -0.16826], [-0.07339, -0.57695, 0.17341]], "atomic_forces_ev_per_a": [[-0.3, 0.7, -1.4], [-0.5, 0.3, -1.5], [0.6, -2.6, 2.9], [2.4, 2.2, -0.6], [-0.6, 1.0, -1.5], [0.4, 0.0, 0.7], [5.9, -4.9, -1.7], [-0.1, -0.8, -1.4], [0.3, 1.3, 0.1], [-1.7, 0.1, -1.8], [0.5, 1.4, 2.7], [-0.6, -1.9, -0.6], [-2.0, -0.8, 1.0], [-4.4, 4.0, 3.0]]}